Record 1
Entry from the OMol25 dataset: a molecular structure, C6H15N2 at a distorted geometry (wB97M-V/def2-TZVPD).

Properties
Charge = +1
HOMO-LUMO gap (spin up / spin down) = 6.14 / 6.26 eV
Maximum force = 0.137 hartree/bohr
Electronic energy = -346.5518 Ha
⟨S²⟩ = 2.01
2S+1 = 3

Last column: natural (NBO) charge in e.
Element x y z (Å)
N  1.326  1.861  -0.174  -0.74
N  -0.883  0.680  0.207  -0.29
C  0.796  -0.963  1.548  -0.67
C  1.447  0.513  -0.652  -0.26
C  -2.259  0.398  0.569  -0.25
C  0.518  -0.536  0.050  0.07
C  0.067  -1.570  -0.823  -0.68
C  -1.870  0.702  -0.829  -0.27
H  -2.510  -0.567  0.992  0.26
H  0.422  -1.984  1.660  0.23
H  0.240  -0.401  2.263  0.21
H  0.218  -1.207  -1.869  0.22
H  -0.360  1.492  0.413  0.43
H  -1.012  -1.716  -0.623  0.21
H  -1.824  -0.081  -1.634  0.26
H  1.760  -0.811  1.920  0.23
H  -2.701  1.171  1.256  0.25
H  0.579  -2.378  -0.387  0.25
H  2.403  0.017  -0.778  0.28
H  -2.085  1.711  -1.276  0.24
H  2.190  1.963  0.415  0.41
H  0.989  0.423  -1.795  0.20
H  1.426  2.453  -1.008  0.41

***

Record 2
Entry from the OMol25 dataset: a gas-phase ion, C6H15N2O (charge +1) at a distorted geometry (wB97M-V/def2-TZVPD).

Properties
Charge = +1
HOMO-LUMO gap = 9.79 eV
Maximum force = 0.100 hartree/bohr
Electronic energy = -422.0447 Ha
SMILES = C[C@@H](O)C(=[NH2+])C(C)(C)N

Last column: natural (NBO) charge in e.
Element x y z (Å)
O  0.269  1.287  1.944  -0.66
N  -1.682  0.560  -0.092  -0.87
N  1.624  -0.677  -0.779  -0.69
C  -0.699  -0.609  -0.262  0.00
C  1.102  2.107  -0.078  -0.67
C  0.669  -0.081  -0.146  0.54
C  -1.135  -1.466  -1.442  -0.65
C  1.080  1.007  0.943  0.07
C  -0.586  -1.403  1.117  -0.65
H  1.130  1.790  -1.110  0.22
H  -0.559  1.589  1.570  0.50
H  2.173  2.445  0.142  0.25
H  -0.271  -0.676  1.945  0.28
H  -2.597  0.206  0.062  0.39
H  -0.582  -2.432  -1.254  0.22
H  1.670  -1.485  -1.374  0.45
H  -1.120  -0.928  -2.389  0.25
H  2.074  0.784  1.377  0.21
H  -2.245  -1.782  -1.297  0.26
H  -1.731  1.268  -0.827  0.39
H  2.478  -0.209  -0.635  0.41
H  0.032  -2.402  1.088  0.25
H  0.487  2.919  0.093  0.25
H  -1.580  -1.812  1.403  0.26

***

Record 3
Entry from the OMol25 dataset: a gas-phase ion, C6H15N2O2 (charge +1) at a distorted geometry (wB97M-V/def2-TZVPD).

Properties
Charge = +1
HOMO-LUMO gap = 10.79 eV
Maximum force = 0.083 hartree/bohr
Electronic energy = -497.2518 Ha
SMILES = CON1[C@H](O)C[NH2+]C1(C)C

Last column: natural (NBO) charge in e.
Element x y z (Å)
O  1.436  -0.950  0.622  -0.40
O  -1.455  -1.720  -1.124  -0.68
N  0.364  -0.581  -0.214  -0.19
N  -1.021  0.588  1.215  -0.53
C  -1.589  -0.754  1.163  -0.28
C  2.551  -0.892  -0.271  -0.27
C  -0.995  1.040  -1.235  -0.70
C  -0.781  -1.441  0.019  0.22
C  1.000  1.786  0.250  -0.65
C  -0.097  0.753  -0.027  0.28
H  -1.706  1.309  1.223  0.44
H  1.572  1.534  1.235  0.25
H  -1.930  0.366  -1.207  0.25
H  1.620  1.813  -0.635  0.26
H  2.638  -1.662  -1.054  0.20
H  -0.639  0.925  -2.281  0.28
H  0.430  2.821  0.380  0.24
H  -2.661  -0.804  0.881  0.26
H  -1.566  2.054  -1.359  0.25
H  2.558  0.006  -0.855  0.17
H  3.545  -0.891  0.238  0.21
H  -1.335  -1.196  2.064  0.24
H  -0.384  -2.322  0.363  0.20
H  -1.107  -2.590  -1.385  0.50
H  -0.445  0.808  1.994  0.43

***

Record 4
Entry from the OMol25 dataset: a molecular structure, C6H15N2P2 at a distorted geometry (wB97M-V/def2-TZVPD).

Properties
Charge = +1
HOMO-LUMO gap = 8.53 eV
Maximum force = 0.075 hartree/bohr
Electronic energy = -1029.4501 Ha

Last column: natural (NBO) charge in e.
Element x y z (Å)
P  -0.177  -1.815  -1.897  0.70
P  -0.558  0.099  0.197  1.43
N  -0.791  -0.470  2.554  -1.06
N  1.358  -1.040  0.564  -0.82
C  1.840  1.303  0.007  -0.43
C  -2.138  0.565  -0.029  -0.86
C  -1.239  -1.324  -3.059  -0.79
C  1.658  -0.113  -0.557  -0.09
C  0.344  -0.126  -1.364  -0.86
C  0.496  1.527  0.765  -0.71
H  -0.082  2.418  0.508  0.25
H  2.148  -1.313  1.112  0.42
H  1.797  2.153  -0.615  0.25
H  0.522  1.307  1.900  0.25
H  -2.884  0.091  -0.750  0.28
H  0.361  0.675  -2.041  0.28
H  2.696  1.390  0.747  0.24
H  -1.554  0.267  2.741  0.39
H  1.007  -1.946  0.145  0.40
H  -2.664  1.065  0.838  0.25
H  2.663  -0.257  -0.945  0.24
H  -1.695  -0.431  -3.339  0.23
H  -0.212  -0.382  3.409  0.40
H  -1.703  -2.249  -3.463  0.24
H  -1.194  -1.397  2.572  0.40

***

Record 5
Entry from the OMol25 dataset: a molecular structure, C6H15N2S at a distorted geometry (wB97M-V/def2-TZVPD).

Properties
Charge = +1
HOMO-LUMO gap = 7.78 eV
Maximum force = 0.056 hartree/bohr
Electronic energy = -744.9748 Ha

Last column: natural (NBO) charge in e.
Element x y z (Å)
S  1.026  -1.322  0.629  0.39
N  -0.607  0.063  -0.163  -0.51
N  -2.851  0.282  0.677  -0.53
C  2.466  0.005  -1.303  -0.62
C  2.478  -0.368  0.169  -0.37
C  2.686  0.819  1.093  -0.62
C  -1.447  -0.885  -0.844  -0.28
C  -1.592  1.073  0.275  -0.09
C  -2.670  -1.076  0.077  -0.26
H  1.641  0.684  -1.503  0.22
H  3.258  -1.122  0.354  0.26
H  -1.828  1.681  -0.599  0.22
H  -3.563  -1.397  -0.454  0.24
H  3.633  1.303  0.867  0.23
H  2.351  -0.877  -1.929  0.22
H  -2.926  0.229  1.696  0.44
H  2.698  0.508  2.134  0.23
H  3.399  0.497  -1.566  0.23
H  -1.764  -0.463  -1.806  0.20
H  -3.693  0.744  0.322  0.44
H  1.886  1.543  0.950  0.21
H  -2.430  -1.792  0.862  0.23
H  -0.926  -1.819  -1.031  0.26
H  -1.228  1.690  1.093  0.24

***

Record 6
Entry from the OMol25 dataset: C6H15N3 in the gas phase at a distorted geometry (wB97M-V/def2-TZVPD).

Properties
Charge = 0
HOMO-LUMO gap = 8.82 eV
Maximum force = 0.170 hartree/bohr
Electronic energy = -401.6062 Ha
SMILES = NC[C@H](N)C1(CN)CC1

Last column: natural (NBO) charge in e.
Element x y z (Å)
N  1.949  -1.668  -0.488  -0.86
N  -0.526  -1.544  0.445  -0.88
N  -3.307  -0.048  -0.186  -0.80
C  -1.870  0.518  0.032  -0.26
C  1.727  -0.749  0.401  -0.19
C  0.698  0.535  0.014  -0.12
C  0.911  1.914  0.748  -0.41
C  1.228  1.783  -0.628  -0.44
C  -0.504  -0.299  -0.277  -0.05
H  1.552  2.014  1.573  0.23
H  -2.911  -0.247  -1.115  0.34
H  -0.155  2.438  0.720  0.23
H  1.871  -1.271  1.513  0.20
H  2.645  -0.111  0.360  0.17
H  0.717  2.757  -1.232  0.23
H  -3.249  -1.033  0.335  0.33
H  -1.281  -2.213  0.324  0.38
H  2.239  1.707  -1.320  0.22
H  -0.233  -1.392  1.397  0.37
H  -0.671  -0.674  -1.456  0.18
H  2.124  -1.200  -1.387  0.37
H  1.343  -2.603  -0.440  0.39
H  -1.894  1.662  -0.552  0.18
H  -2.052  0.768  1.136  0.19

***

Record 7
Entry from the OMol25 dataset: a gas-phase ion, C6H15N3 (charge +2) at a distorted geometry (wB97M-V/def2-TZVPD).

Properties
Charge = +2
HOMO-LUMO gap = 10.69 eV
Maximum force = 0.105 hartree/bohr
Electronic energy = -401.2144 Ha
SMILES = C[N@@H+]1CC=C([NH3+])C[C@H]1N

Last column: natural (NBO) charge in e.
Element x y z (Å)
N  1.089  -0.490  0.398  -0.34
N  -3.144  0.292  -0.053  -0.68
N  1.604  1.770  -0.035  -0.87
C  -0.765  1.125  0.218  -0.51
C  -1.678  -0.010  0.078  0.11
C  0.641  0.765  -0.266  0.13
C  0.206  -1.597  -0.019  -0.26
C  -1.271  -1.237  -0.164  -0.15
C  2.412  -0.905  -0.030  -0.40
H  0.654  0.521  -1.312  0.22
H  -3.651  -0.553  0.282  0.48
H  2.143  2.221  -0.803  0.43
H  2.264  -0.565  -1.025  0.21
H  2.499  -1.958  -0.003  0.24
H  -0.608  1.420  1.285  0.25
H  -3.358  0.797  -0.855  0.46
H  1.436  2.561  0.635  0.41
H  3.244  -0.336  0.559  0.29
H  -1.096  2.060  -0.319  0.29
H  0.847  -0.301  1.360  0.43
H  -1.980  -2.143  -0.274  0.28
H  0.589  -1.901  -0.946  0.25
H  0.336  -2.415  0.649  0.27
H  -3.385  0.962  0.725  0.46

***

Record 8
Entry from the OMol25 dataset: a molecular structure, C6H15N3O at a distorted geometry (wB97M-V/def2-TZVPD).

Properties
Charge = 0
HOMO-LUMO gap = 8.03 eV
Maximum force = 0.054 hartree/bohr
Electronic energy = -477.0055 Ha

Last column: natural (NBO) charge in e.
Element x y z (Å)
O  -0.237  -0.917  0.090  -0.63
N  -0.770  0.795  -1.465  -0.69
N  -2.604  -0.521  -1.044  -0.82
N  -1.841  0.890  0.698  -0.90
C  1.195  0.414  -0.288  0.54
C  -1.505  0.184  -0.510  0.69
C  0.402  1.497  -0.956  -0.34
C  2.091  -0.404  -1.158  -0.70
C  1.626  0.662  1.121  -0.71
C  -0.404  -1.692  1.255  -0.26
H  2.309  -1.372  -0.706  0.23
H  -0.497  -1.070  2.153  0.17
H  0.950  1.903  -1.813  0.22
H  0.168  2.314  -0.260  0.17
H  -2.611  0.468  1.205  0.36
H  3.043  0.134  -1.272  0.23
H  2.362  1.478  1.108  0.24
H  0.778  0.995  1.720  0.25
H  0.464  -2.348  1.369  0.18
H  1.646  -0.555  -2.141  0.25
H  -2.949  -1.224  -0.402  0.35
H  -1.296  -2.327  1.166  0.18
H  -2.329  -0.941  -1.925  0.39
H  -2.077  1.850  0.472  0.39
H  2.086  -0.214  1.582  0.22

***

Record 9
Entry from the OMol25 dataset: a gas-phase ion, C6H15N3O (charge +2) at a distorted geometry (wB97M-V/def2-TZVPD).

Properties
Charge = +2
HOMO-LUMO gap (spin up / spin down) = 8.67 / 8.66 eV
Maximum force = 0.111 hartree/bohr
Electronic energy = -476.3854 Ha

Last column: natural (NBO) charge in e.
Element x y z (Å)
O  0.193  1.674  0.306  -0.44
N  -0.907  0.555  -1.511  -0.75
N  1.181  -2.334  0.248  -0.75
N  2.333  -0.407  0.326  -0.56
C  -0.517  0.679  -0.036  0.71
C  1.266  -1.063  0.132  0.40
C  -1.538  0.196  0.914  -0.55
C  1.480  1.869  -0.399  -0.10
C  -2.276  -1.117  0.669  -0.62
C  2.581  1.044  0.331  -0.25
H  -1.245  -0.405  -1.734  0.48
H  1.441  1.681  -1.464  0.20
H  1.800  -2.867  0.788  0.42
H  -1.584  1.260  -1.769  0.46
H  3.477  1.298  -0.303  0.26
H  -0.975  0.060  1.815  0.28
H  -0.154  0.668  -2.129  0.45
H  3.090  -1.031  0.341  0.41
H  -1.723  -2.166  0.833  0.23
H  -3.183  -1.068  1.294  0.28
H  -2.237  1.007  1.130  0.29
H  0.276  -2.766  0.124  0.43
H  2.868  1.468  1.235  0.25
H  1.696  2.943  -0.163  0.28
H  -2.657  -1.148  -0.353  0.20

***

Record 10
Entry from the OMol25 dataset: 3 unconnected molecules or ions with the total composition C6H15N3O3 at a distorted geometry (wB97M-V/def2-TZVPD).

Properties
Charge = 0
HOMO-LUMO gap = 9.34 eV
Maximum force = 0.039 hartree/bohr
Electronic energy = -627.6674 Ha
SMILES = CC(N)=O.CC(N)=O.CC(N)=O

Last column: natural (NBO) charge in e.
Element x y z (Å)
O  1.918  -0.648  0.339  -0.67
O  -2.329  0.225  -2.149  -0.65
O  2.772  -1.631  5.079  -0.64
N  1.709  -1.569  3.077  -0.84
N  0.167  0.255  -0.735  -0.84
N  -2.208  2.449  -2.525  -0.82
C  1.007  -0.780  -0.477  0.69
C  -4.348  1.287  -2.932  -0.70
C  2.518  -1.068  4.024  0.67
C  0.941  -1.979  -1.380  -0.72
C  3.214  0.241  3.646  -0.73
C  -2.846  1.259  -2.574  0.70
H  -4.632  2.334  -3.040  0.20
H  0.307  1.046  -0.127  0.39
H  -4.547  0.730  -3.839  0.25
H  -1.234  2.325  -2.282  0.40
H  0.742  -1.692  -2.413  0.23
H  -0.755  0.145  -1.169  0.43
H  0.038  -2.537  -1.097  0.23
H  3.745  0.119  2.701  0.23
H  2.619  1.152  3.591  0.22
H  -2.708  3.298  -2.342  0.41
H  1.772  -2.671  -1.328  0.24
H  1.275  -2.427  3.385  0.40
H  1.730  -1.189  2.138  0.43
H  -4.807  0.920  -2.017  0.24
H  3.939  0.407  4.444  0.23

***

Record 11
Entry from the OMol25 dataset: a gas-phase ion, C6H15N5S (charge +2) at a distorted geometry (wB97M-V/def2-TZVPD).

Properties
Charge = +2
HOMO-LUMO gap = 10.27 eV
Maximum force = 0.080 hartree/bohr
Electronic energy = -908.9554 Ha

Last column: natural (NBO) charge in e.
Element x y z (Å)
S  -1.580  -1.630  0.948  0.97
N  0.125  -0.048  2.290  -0.59
N  1.461  -0.384  0.466  -0.59
N  -0.583  0.758  0.154  -0.58
N  -0.508  -1.411  -0.385  -0.78
N  2.357  -0.263  2.645  -0.72
C  -0.969  0.138  1.402  0.04
C  0.740  0.143  -1.845  -0.43
C  -3.189  -1.251  0.218  -0.75
C  1.339  -0.286  1.794  0.69
C  1.216  1.604  -2.054  -0.58
C  0.251  -0.226  -0.431  0.41
H  0.003  -2.226  -0.696  0.44
H  0.045  -0.078  -2.586  0.25
H  -3.829  -1.852  0.924  0.28
H  1.874  1.797  -1.266  0.20
H  -3.284  -0.199  0.439  0.23
H  -1.378  1.057  -0.434  0.43
H  2.284  -0.270  -0.099  0.45
H  2.160  -0.197  3.660  0.44
H  0.447  2.261  -2.226  0.23
H  3.309  -0.347  2.314  0.45
H  1.861  1.549  -2.977  0.25
H  -1.832  0.625  1.908  0.28
H  -0.064  -0.228  3.266  0.45
H  1.613  -0.302  -2.083  0.23
H  -3.351  -1.348  -0.794  0.29

***

Record 12
Entry from the OMol25 dataset: C6H15NO in the gas phase at a distorted geometry (wB97M-V/def2-TZVPD).

Properties
Charge = 0
HOMO-LUMO gap = 10.37 eV
Maximum force = 0.053 hartree/bohr
Electronic energy = -367.5864 Ha
SMILES = CC(C)(C)COCN

Last column: natural (NBO) charge in e.
Element x y z (Å)
O  0.558  -0.090  1.193  -0.61
N  1.967  -1.176  2.685  -0.82
C  -0.633  0.999  -2.183  -0.60
C  1.691  0.121  2.227  0.10
C  0.483  0.696  0.035  -0.05
C  -0.642  0.186  -0.887  -0.07
C  -0.403  -1.293  -1.202  -0.61
C  -1.986  0.352  -0.174  -0.61
H  1.915  -1.796  1.865  0.37
H  -1.198  -1.683  -1.836  0.20
H  -1.963  -0.166  0.782  0.22
H  2.527  0.511  1.637  0.16
H  1.253  -1.507  3.325  0.36
H  -0.383  -1.870  -0.280  0.22
H  -2.795  -0.057  -0.778  0.20
H  0.311  0.875  -2.713  0.21
H  -2.192  1.405  0.013  0.20
H  0.305  1.756  0.279  0.16
H  -0.777  2.059  -1.978  0.21
H  -1.436  0.669  -2.840  0.21
H  0.549  -1.428  -1.714  0.20
H  1.446  0.643  -0.500  0.15
H  1.404  0.794  3.043  0.18